This record from the Open Molecules 2025 dataset describes a molecular structure, C23H20F2O3Tl at a distorted geometry. The level of theory is wB97M-V/def2-TZVPD.

Cartesian coordinates (Å):
Tl  1.074278  -6.047875  0.113276
F  -5.906882  2.686094  1.109563
F  -0.541126  0.088209  2.315225
O  -0.547082  3.881065  -2.607171
O  2.715274  -3.004299  0.993957
O  -0.841939  2.692180  2.025845
C  1.424531  -3.066619  -0.945541
C  2.266463  -2.395396  0.086618
C  1.296710  0.975223  4.204507
C  -0.963665  3.122225  -1.775155
C  -0.038241  -4.471376  -2.853168
C  0.136306  -2.671643  -1.253062
C  -2.352455  2.787995  0.195153
C  2.740798  -0.860240  -0.078556
C  1.251435  -4.879573  -2.530155
C  -2.264129  3.158233  -1.112136
C  0.751179  0.675868  0.470564
C  -0.039155  2.052307  -1.306709
C  -0.605931  -3.388745  -2.197210
C  1.740814  0.108385  -0.494380
C  -4.882782  2.758866  0.221024
C  0.740697  0.172961  1.862101
C  0.927631  1.516503  -2.253367
C  -3.581332  2.773295  1.010626
C  1.651574  1.112951  2.727899
C  -1.081301  2.397223  0.894786
C  1.764485  0.565516  -1.845175
C  -0.079430  1.658593  0.024788
C  1.978626  -4.196554  -1.558692
H  0.952930  1.910738  -3.259274
H  1.677517  0.033248  4.590210
H  1.683959  -5.719111  -3.056794
H  1.795449  1.773399  4.746575
H  2.990800  -4.507035  -1.329616
H  2.675440  0.771873  2.568020
H  -4.914539  1.890062  -0.438451
H  3.529994  -0.919559  -0.825635
H  -0.335727  -1.838364  -0.744296
H  2.512579  0.148641  -2.500949
H  1.605959  2.136338  2.370370
H  -3.104556  3.521672  -1.685434
H  1.164673  -0.828633  1.933835
H  -4.992882  3.651124  -0.395775
H  -1.617502  -3.104470  -2.439196
H  -0.593021  -5.008520  -3.606054
H  -3.542227  1.858944  1.612394
H  3.118740  -0.587832  0.906806
H  -3.571535  3.593177  1.736338
H  0.228593  1.022936  4.371473

Forces on atoms 1 to 3 (eV/Å):
Tl -0.407 -0.917 0.942
F -0.224 -0.009 0.168
F -0.194 0.063 0.014

HOMO level in Eh: -0.6960
Charge: +3
Total energy in Ha: -1485.1412
F_max in eV/Å: 1.4

This record from the Open Molecules 2025 dataset describes a molecular structure, C12H35Ba2NO21S3Zn at a distorted geometry. The level of theory is wB97M-V/def2-TZVPD.

Cartesian coordinates (Å):
Ba  -0.208624  1.804031  -3.621026
Ba  4.033396  0.314021  -2.129186
Zn  0.806936  -2.673989  -1.224066
S  3.761706  -2.757399  0.099854
S  1.341656  -1.160209  -3.953436
S  0.621706  0.445771  -0.298366
O  -3.706044  -4.266259  -3.541226
O  2.520546  2.254741  1.806004
O  2.647496  -3.282469  3.929294
O  0.561076  -1.022049  -0.482256
O  4.684236  -3.878929  -0.072056
O  -3.084674  1.524091  -0.242606
O  -2.107434  0.062851  1.997754
O  1.809116  0.080081  -3.408676
O  -0.347194  1.156471  -1.101566
O  4.541336  2.469591  4.144044
O  2.546176  -2.925809  -0.664776
O  1.818166  3.901691  -0.470476
O  0.349266  0.722741  1.120424
O  3.544136  -2.570859  1.537134
O  1.883756  -0.956609  2.737844
O  1.932106  0.828101  -0.689846
O  -0.046464  -0.959079  -4.275796
O  1.429446  -2.220319  -2.938066
O  4.448236  -1.584349  -0.438336
O  2.147446  -1.534069  -5.115296
O  -0.902284  4.129901  -1.989516
N  -1.157164  -2.677849  -2.171736
C  -2.557804  -2.952389  -1.782556
C  1.334186  -3.150219  3.496324
C  -2.755304  1.285251  2.132154
C  3.501196  3.408271  3.761834
C  -4.969274  -4.295099  -4.245876
C  -3.484644  -2.970349  -3.016036
C  2.280416  2.606441  3.109624
C  -2.797224  2.281341  0.914204
C  1.162946  5.126011  -0.886156
C  -0.340804  4.941591  -0.892266
C  0.990236  -1.669629  3.560104
C  -2.777564  -1.671259  -0.780546
H  -5.747374  -4.281559  -3.482676
H  1.522366  5.840711  -0.145806
H  -2.152974  1.781661  2.892994
H  -3.827284  -1.667759  -0.486986
H  1.828396  1.908591  3.814464
H  5.125426  2.932691  4.749004
H  -4.960684  -5.276589  -4.719926
H  0.716766  -3.566539  4.292294
H  -1.215434  0.260451  1.702994
H  -1.189894  -1.731359  -2.522726
H  1.812386  1.768571  1.377354
H  -4.444024  -2.572959  -2.684696
H  1.521776  5.566961  -1.816156
H  1.444846  3.305741  3.079774
H  3.872226  4.150391  3.054954
H  1.237616  -1.342709  4.570064
H  -2.260274  1.058731  -0.401986
H  -0.500314  4.559001  0.115844
H  -1.849304  4.275231  -2.049876
H  -5.031664  -3.489459  -4.977416
H  -1.764154  2.588421  0.751244
H  -3.518454  3.072421  1.119454
H  -2.456204  -0.692009  -1.135386
H  -2.530144  -3.957379  -1.361466
H  -3.793324  1.246161  2.462424
H  1.320666  -0.425729  2.169784
H  -0.756414  5.926831  -1.103596
H  -0.984514  -3.255579  -2.981996
H  2.689786  -4.241189  3.954954
H  3.084386  3.965251  4.600964
H  1.195766  -3.548139  2.491044
H  1.504156  3.090371  -0.876376
H  -0.017444  -1.366299  3.276074
H  -2.169574  -1.807349  0.113834
H  -3.161564  -2.239399  -3.757266

Forces on atoms 1 to 3 (eV/Å):
Ba -0.018 -0.241 0.114
Ba -0.425 -1.438 1.555
Zn -0.564 -0.916 -0.040

HOMO level (alpha / beta) in Eh: -0.0815 / -0.1596
Spin multiplicity: 2
Charge: -1
Total energy in Ha: -5138.0416
F_max in eV/Å: 7.6

This record from the Open Molecules 2025 dataset describes a molecular structure, C70H190MnN16O18 at a distorted geometry. The level of theory is wB97M-V/def2-TZVPD.

Cartesian coordinates (Å):
Mn  -2.733681  -2.964512  -0.271512
O  4.816396  0.400906  -1.543495
O  -2.221637  -2.896818  -2.302480
O  7.736589  -2.089636  1.424348
O  0.443747  2.127101  5.455236
O  5.206516  2.456339  2.181398
O  3.107802  -2.041866  -4.863179
O  1.322695  8.733492  -5.007581
O  -4.122583  -4.551607  -0.488821
O  1.289137  -5.104223  -1.180201
O  -4.194378  -1.052454  6.426642
O  -1.496309  -1.207486  -0.003349
O  0.330495  -3.605764  5.535155
O  -1.197147  -2.301142  -7.227452
O  0.397902  2.426592  -5.565069
O  -5.479371  6.888220  4.498242
O  -4.483585  1.919184  3.054053
O  0.449435  6.882684  -0.280202
O  -2.852286  -3.136245  1.917255
N  1.802729  5.878688  -2.735193
N  -2.987859  4.099644  4.725950
N  2.686819  4.103280  3.336123
N  1.578692  3.430305  0.639943
N  -3.316487  1.258558  -0.407133
N  4.166349  4.122721  -1.696943
N  0.351407  -7.080207  -4.254436
N  5.786231  -1.010160  3.459255
N  3.926402  -2.990147  5.105933
N  -0.476043  4.481324  -3.626658
N  -0.955737  -4.282117  0.113523
N  -4.756546  -2.535981  -6.231145
N  -4.355134  -1.369419  -0.702810
N  -7.691283  -0.977821  7.942612
N  0.468132  -4.532806  -5.853802
N  6.658677  -4.440048  3.146060
C  1.072866  4.946102  4.662655
C  -3.452642  -3.089422  -6.505213
C  6.603877  -4.343548  1.723216
C  -0.538392  -4.566098  6.134016
C  -7.208234  -1.263716  5.601362
C  -3.551016  5.299110  4.180547
C  1.518680  -5.804457  -2.379654
C  2.303600  -3.819882  -7.301526
C  3.100313  -1.075798  -3.878535
C  -1.780432  2.334349  -3.730768
C  1.807704  -3.882268  -5.809583
C  -3.686864  -6.484118  -1.988511
C  -3.110774  -1.886581  -2.798310
C  -0.694977  4.192366  0.748338
C  -0.434959  3.037586  -3.369997
C  0.999736  7.869420  -3.958107
C  1.713733  -3.899843  5.531910
C  -4.859978  5.705526  4.988176
C  0.381085  9.790135  -5.258070
C  1.237348  5.993693  0.524628
C  0.733269  2.405247  -4.165589
C  -3.616227  -2.247737  6.826982
C  -0.178299  -0.724247  0.107752
C  4.804247  -0.534765  -0.438532
C  0.420016  0.097570  -1.110489
C  -4.520105  -1.813627  -2.094041
C  0.277687  -6.594048  -2.908394
C  -6.661028  -1.450465  7.009075
C  -5.275959  1.215565  4.033209
C  -2.485339  -1.940009  -6.761268
C  0.153375  -5.335710  1.975196
C  4.152647  2.714507  -2.178059
C  -0.675099  1.362543  5.427685
C  -4.026782  5.119964  2.731368
C  7.709345  -3.454906  1.093325
C  -0.318868  -1.207862  -7.486615
C  -3.795702  2.076577  0.659134
C  2.523234  -4.623714  -0.602445
C  4.829854  1.753166  -1.118690
C  1.552119  2.353274  -6.358631
C  -5.867870  -5.394432  -2.139481
C  0.087978  -0.075199  1.440024
C  6.017032  1.355189  2.633849
C  5.127398  0.335849  3.313962
C  1.020006  8.220076  -0.296724
C  2.386023  -2.533946  3.421036
C  -1.134361  -4.815374  1.466038
C  -0.058627  -7.798963  -2.117641
C  9.070277  -1.470470  1.178670
C  -3.579843  -4.030584  -7.759514
C  0.737835  4.567138  0.243684
C  1.856269  3.699733  4.467515
C  -5.162141  8.105046  5.150056
C  1.002956  2.423730  4.196650
C  -5.301344  -0.667563  7.282333
C  2.525738  -2.698468  4.946001
C  -4.146003  1.212089  1.899118
C  4.828504  2.636854  -3.559790
C  -4.902730  2.949504  0.063947
C  5.158404  -3.709807  1.377819
C  -1.172877  -3.174300  -3.189578
C  -5.354711  -0.732440  -2.843514
C  -1.645894  -3.693924  2.361707
C  2.730738  6.104199  -4.958973
C  1.826270  -2.606900  -4.987528
C  -3.555156  -2.495500  2.961714
C  2.188231  6.897719  -3.708731
C  -4.680142  -5.661590  -1.153014
C  5.880133  3.667825  1.752322
C  4.657168  0.708630  4.659486
H  0.586800  -1.569610  -7.973442
H  0.187972  -0.409045  -2.047290
H  0.427774  -1.619617  0.245922
H  -8.527350  -1.531261  7.821038
H  -0.265037  -0.716089  2.247944
H  3.093894  -1.773331  3.091647
H  0.000453  -3.850780  -6.433642
H  -1.511725  4.696178  0.231441
H  6.695407  -5.376942  1.388818
H  -3.691296  -3.360078  -8.611636
H  -5.723778  8.877787  4.625135
H  4.461770  -2.368584  4.516747
H  1.926365  -5.188839  -3.181479
H  -4.088626  8.259009  5.040708
H  -5.511304  0.389639  7.120022
H  -5.335076  1.876768  4.897744
H  2.560381  -3.501363  2.950063
H  1.493789  0.039791  -0.932253
H  -1.527390  -3.768806  -4.031592
H  -4.888385  0.462598  1.624840
H  0.579163  5.360206  3.783516
H  4.827458  -2.715724  1.678427
H  -6.406458  -0.781864  -2.561562
H  1.210812  2.506276  -7.382445
H  -5.058190  -0.574093  8.340740
H  2.290263  -1.733607  5.395111
H  -4.381079  -4.768536  -7.720020
H  5.868245  2.963793  -3.572182
H  0.601370  -8.650798  -2.281606
H  5.094992  -3.622787  0.293152
H  -3.913525  -0.461375  -0.726073
H  2.173998  4.095596  2.466041
H  1.607794  3.007294  -3.918955
H  1.263291  6.184159  1.597544
H  -2.559023  0.664822  -0.100827
H  -0.347614  0.916980  1.558099
H  0.469887  8.888661  -0.958887
H  4.008890  -3.870540  4.617881
H  -2.938463  -1.267947  -7.490036
H  6.466433  0.858548  1.773914
H  -4.413088  -1.925931  2.604456
H  4.414424  -4.438860  1.698858
H  -3.356725  -5.793967  -2.764914
H  -5.091297  -2.739836  -2.157078
H  3.632699  5.520242  -4.775838
H  1.103360  -1.892825  -5.382003
H  -7.373678  -1.266351  8.856922
H  0.531501  -6.248106  -4.797820
H  -0.793045  -0.533638  -8.199835
H  9.781665  -1.769781  1.948386
H  8.685754  -3.895251  1.295330
H  2.975482  -5.470603  -0.086366
H  -2.731913  -2.427676  6.215669
H  6.748052  3.383197  1.157509
H  1.426512  -2.155864  3.068208
H  2.523724  3.505107  0.291505
H  -7.510112  -0.236833  5.395279
H  4.377684  -1.456665  -0.833808
H  1.983948  5.422356  -5.365816
H  0.743043  4.525751  -0.845518
H  -1.953635  2.402937  -4.804725
H  -4.205082  6.074651  2.236507
H  -0.530452  -5.585524  5.748239
H  1.560636  -3.399495  -7.979305
H  -5.186244  -0.865199  -3.912199
H  2.050854  -4.033985  6.559753
H  -0.767484  4.353793  1.823876
H  -2.396642  -1.342271  -5.854110
H  0.244928  2.609083  3.435641
H  0.005373  -5.669284  3.002296
H  1.131350  0.183466  1.620436
H  -4.371658  3.456730  -0.741525
H  0.803739  -4.461065  1.963419
H  -1.358835  4.859631  -3.314150
H  7.624656  -4.679994  3.317550
H  -3.349595  -2.224657  7.883612
H  -2.868896  -1.790599  3.431054
H  2.678841  -1.401351  -2.927503
H  -6.286810  0.956454  3.718368
H  9.544420  -1.577831  0.203091
H  0.553662  10.008007  -6.312041
H  0.508839  -5.409361  -6.353901
H  -4.132958  -7.370296  -2.439945
H  2.045928  8.197269  -0.664261
H  -6.588367  -4.709909  -1.691791
H  8.868451  -0.426788  1.419687
H  2.444335  -3.735668  0.024649
H  3.804891  0.076040  4.907581
H  -1.023897  -8.216491  -2.404059
H  4.192343  -0.222172  0.407623
H  3.332716  3.333816  3.232033
H  3.275120  -3.342634  -7.429859
H  2.541606  -0.219483  -4.256240
H  5.081519  4.516457  -1.862901
H  0.499563  -6.201504  1.410701
H  -0.031711  -7.538143  -1.059653
H  -5.090690  -2.298202  -7.154132
H  -4.326715  -3.071149  6.754149
H  6.871537  1.717947  3.205106
H  0.065921  7.357284  -4.190116
H  -6.530236  -2.504500  7.254035
H  -2.799278  6.076366  4.317848
H  2.442361  -4.582086  -5.265914
H  -0.693041  -5.079269  -0.448289
H  -5.325170  8.193677  6.224142
H  -0.843504  -3.017653  2.656555
H  4.901903  1.587546  -3.845585
H  -0.998448  3.162494  0.560298
H  -0.293069  2.987060  -2.290449
H  0.563294  10.680372  -4.656085
H  5.859228  2.076400  -0.963709
H  5.396023  0.589064  5.451882
H  2.509923  3.605244  5.334641
H  2.974815  7.535968  -3.306206
H  6.319614  -0.940026  4.314047
H  6.187631  4.376792  2.521027
H  1.025353  5.386603  -3.151897
H  4.357812  1.929744  -0.152210
H  1.392065  6.352238  -1.943232
H  -0.584833  -5.929971  -2.852134
H  1.412230  -2.945180  -4.037666
H  -4.821608  0.267346  4.320529
H  -8.086555  -1.880798  5.412001
H  0.972218  8.573701  0.733214
H  0.224500  4.732040  5.312699
H  -1.091047  1.298727  6.433184
H  0.762636  8.472386  -3.081565
H  -3.937722  -3.159419  3.736921
H  -5.275995  -1.315387  -0.291495
H  4.215207  3.203920  -4.260074
H  2.272686  -6.591063  -2.350931
H  -0.645065  9.425240  -5.213669
H  4.070504  -0.630479  -3.658273
H  -0.787322  -2.250445  -3.620802
H  -0.545666  4.631848  -4.622957
H  -4.852433  4.416785  2.622093
H  6.536799  -1.177778  2.804533
H  2.331362  3.110702  -6.273964
H  -1.744094  1.266587  -3.514759
H  -0.377782  0.329922  5.244907
H  2.463522  -4.841929  -7.644983
H  -0.358447  -3.716517  -2.709167
H  -3.213881  -3.702897  -5.636454
H  -0.100716  -3.746696  0.162217
H  0.023054  1.102143  -1.256655
H  -2.835877  -6.681382  -1.336581
H  -4.578157  5.836324  6.032963
H  2.894188  6.750742  -5.821166
H  -1.462040  1.669969  4.738993
H  -1.571061  -4.237064  6.018153
H  -5.336499  -3.305993  -5.929755
H  -2.788498  1.690567  -1.151912
H  -3.647422  3.356358  4.545382
H  4.301417  0.208174  2.614269
H  -5.421391  3.581845  0.784524
H  5.325667  4.279990  1.041043
H  -3.008890  2.775898  0.941948
H  2.041509  1.379835  -6.390423
H  2.263060  6.049190  0.160012
H  -5.051920  -6.339887  -0.385034
H  -0.231176  -4.641269  7.177114
H  -3.242480  0.634370  2.094029
H  -5.572019  4.880695  5.015400
H  -5.686865  2.335357  -0.378822
H  0.911052  1.363490  -3.898673
H  -5.533419  -4.874162  -3.037013
H  -6.370224  -1.516525  4.951806
H  -2.649558  -0.899050  -2.810671
H  4.338641  1.744434  4.776745
H  3.119248  2.371298  -2.227035
H  -3.371332  -2.202584  -3.808439
H  -2.637238  -4.551571  -7.927343
H  -4.971373  0.253721  -2.581494
H  7.597507  -3.435238  0.009251
H  3.519842  4.665497  -2.251491
H  -6.345928  -6.312617  -2.480793
H  -0.108484  -0.606213  -6.602390
H  6.679585  -3.488237  3.483264
H  5.804115  -0.702271  -0.038146
H  1.300890  2.655699  0.054362
H  1.975054  -4.806363  4.985985
H  -1.956626  -5.530210  1.434572
H  3.224216  -4.256968  -1.352258
H  -2.180483  3.782911  4.208337
H  1.585386  5.744328  5.199548
H  1.634930  1.619676  3.819561
H  -0.539261  -7.428144  -4.579606
H  -1.831089  -4.209515  3.304030
H  -3.187370  4.739232  2.149539
H  -2.619295  2.728800  -3.157349

Forces on atoms 1 to 3 (eV/Å):
Mn -0.537 -0.195 0.557
O -0.608 -0.170 1.083
O -0.577 0.603 -0.170

HOMO level (alpha / beta) in Eh: -0.2436 / -0.2653
Spin multiplicity: 6
Total energy in Ha: -6162.0376
F_max in eV/Å: 3.5